Formula: C14H24AsBrI2N2O2PtS
Source: OMol25
Level of theory: ωB97M-V with the def2-TZVPD basis set

Results
Gap between HOMO and LUMO in eV: 5.84
LUMO energy in eV: -7.08
F_max in eV Å⁻¹: 0.25
Charge: +2

Geometry as XYZ:
```
48
Properties=species:S:1:pos:R:3:mulliken_charge:R:1
Pt -0.69167 0.22682 0.87733 0.431
N -0.54503 3.72229 4.34341 -0.120
C -1.36632 2.51257 4.69133 -0.906
C -1.64513 1.70085 3.43647 -0.772
N -0.41961 1.28389 2.72022 -0.410
C 0.42755 2.47414 2.43846 -0.195
C 0.73491 3.30487 3.67206 -0.843
H -0.34438 4.26964 5.18358 0.358
H -1.07733 4.33565 3.71986 0.391
H -2.29520 2.84354 5.15208 0.421
H -0.79197 1.94829 5.42628 0.374
H -2.25663 2.27927 2.74082 0.472
H -2.21383 0.81697 3.71826 0.497
H 0.09861 0.63431 3.31239 0.457
H -0.08433 3.06678 1.67672 0.313
H 1.37162 2.14991 2.00590 0.330
H 1.29500 4.19950 3.40686 0.426
H 1.30226 2.74181 4.41354 0.367
I -3.37515 0.26684 0.74542 0.028
I -3.73939 -2.34871 0.49485 0.072
C 3.70747 -2.47466 0.29118 -1.047
As 1.96070 -1.91254 -0.26298 0.764
C 0.76506 -3.37807 0.03559 -0.859
C 2.07245 -1.48147 -2.12449 -0.549
S 1.57060 -0.19880 1.01275 -0.612
H 4.01981 -3.30964 -0.33491 0.410
H 3.67202 -2.78462 1.33302 0.381
H 4.40524 -1.64809 0.17399 0.392
H 1.17053 -4.24998 -0.47778 0.434
H -0.20977 -3.11382 -0.35882 0.148
H 0.71157 -3.56831 1.10567 0.380
H 2.24429 -2.40823 -2.67244 0.417
H 2.90913 -0.80183 -2.27261 0.417
H 1.14401 -1.02637 -2.45670 -0.149
Br -0.98978 -2.15625 -7.52178 -0.131
C -1.01980 -1.42664 -5.78755 0.065
C -0.62696 -0.10964 -5.59262 -0.566
C -0.65763 0.42540 -4.31562 -0.277
C -1.05452 -0.35995 -3.23836 -0.166
C -1.44486 -1.68004 -3.44695 0.151
C -1.44063 -2.21446 -4.72402 -0.670
C -1.05089 0.23881 -1.87741 0.673
O -0.75400 -0.63521 -0.91546 -0.324
O -1.26334 1.41351 -1.65346 -0.626
H -0.31127 0.49080 -6.43406 0.459
H -0.38126 1.45838 -4.14937 0.451
H -1.76964 -2.28617 -2.61071 0.291
H -1.76250 -3.23135 -4.89994 0.454
```



Formula: C14H24BNO4
Source: OMol25
Level of theory: ωB97M-V with the def2-TZVPD basis set

Results
Gap between HOMO and LUMO in eV: 9.94
LUMO energy in eV: -0.33
F_max in eV Å⁻¹: 4.02
SMILES: CCCCCCCCCCC1=C(B(N)O)C(=O)OC1=O
Charge: 0

Geometry as XYZ:
```
44
Properties=species:S:1:pos:R:3:mulliken_charge:R:1
C -0.59291 -3.84160 0.96269 -0.872
C 0.44886 -3.65573 -0.18313 -0.576
C 0.29061 -2.26783 -0.78196 -0.321
C 1.18365 -2.02611 -2.02515 -0.755
C 2.37801 -1.08184 -1.76712 -1.028
C 2.12185 0.35717 -2.27113 -1.103
C 1.13134 1.04579 -1.33001 0.680
C 1.44064 2.51884 -1.02969 -1.412
C 0.20786 3.28704 -0.57689 -0.860
C -0.33905 2.69127 0.75546 -0.862
C -1.59866 1.88703 0.61479 0.362
C -1.97336 1.01637 1.53468 0.341
B -1.26320 0.66945 2.90143 0.449
N -0.95950 1.79279 3.78332 -0.493
O -0.95654 -0.59709 3.27483 -0.593
C -3.24372 0.42350 0.97413 0.470
O -3.64401 -0.63689 1.21942 -0.516
O -3.76883 1.31229 0.08808 -0.323
C -2.62133 1.88799 -0.48187 0.014
O -2.57657 2.19958 -1.58399 -0.435
H -0.99030 -2.85770 1.21104 0.027
H -0.15061 -4.32934 1.82646 0.343
H -1.43873 -4.44388 0.64107 0.320
H 1.43833 -3.80175 0.24506 0.280
H 0.25875 -4.44224 -0.91150 0.363
H 0.50788 -1.51079 -0.03078 0.109
H -0.75746 -2.14084 -1.05724 0.296
H 0.54012 -1.62731 -2.80884 0.434
H 1.58233 -2.96491 -2.40402 0.491
H 2.61939 -1.02903 -0.70425 0.495
H 3.25738 -1.51313 -2.24655 0.429
H 1.75161 0.26672 -3.29087 0.390
H 3.09846 0.84368 -2.31183 0.426
H 0.11922 0.98404 -1.73862 0.254
H 1.12323 0.51389 -0.37976 -0.136
H 1.83504 2.97333 -1.94177 0.486
H 2.24681 2.60797 -0.29993 0.298
H -0.55695 3.27395 -1.34613 0.544
H 0.52788 4.30694 -0.36777 0.301
H -0.41708 3.45253 1.52449 0.637
H 0.43013 1.99136 1.08604 0.279
H -1.09882 1.53433 4.75369 0.221
H -0.02126 2.14609 3.63054 0.222
H -1.57049 -1.21590 2.84357 0.320
```



What did the second record say?
Formula: C14H24BNO4
Source: OMol25
Level of theory: ωB97M-V with the def2-TZVPD basis set

Results
Gap between HOMO and LUMO in eV: 9.94
LUMO energy in eV: -0.33
F_max in eV Å⁻¹: 4.02
SMILES: CCCCCCCCCCC1=C(B(N)O)C(=O)OC1=O
Charge: 0

Geometry as XYZ:
```
44
Properties=species:S:1:pos:R:3:mulliken_charge:R:1
C -0.59291 -3.84160 0.96269 -0.872
C 0.44886 -3.65573 -0.18313 -0.576
C 0.29061 -2.26783 -0.78196 -0.321
C 1.18365 -2.02611 -2.02515 -0.755
C 2.37801 -1.08184 -1.76712 -1.028
C 2.12185 0.35717 -2.27113 -1.103
C 1.13134 1.04579 -1.33001 0.680
C 1.44064 2.51884 -1.02969 -1.412
C 0.20786 3.28704 -0.57689 -0.860
C -0.33905 2.69127 0.75546 -0.862
C -1.59866 1.88703 0.61479 0.362
C -1.97336 1.01637 1.53468 0.341
B -1.26320 0.66945 2.90143 0.449
N -0.95950 1.79279 3.78332 -0.493
O -0.95654 -0.59709 3.27483 -0.593
C -3.24372 0.42350 0.97413 0.470
O -3.64401 -0.63689 1.21942 -0.516
O -3.76883 1.31229 0.08808 -0.323
C -2.62133 1.88799 -0.48187 0.014
O -2.57657 2.19958 -1.58399 -0.435
H -0.99030 -2.85770 1.21104 0.027
H -0.15061 -4.32934 1.82646 0.343
H -1.43873 -4.44388 0.64107 0.320
H 1.43833 -3.80175 0.24506 0.280
H 0.25875 -4.44224 -0.91150 0.363
H 0.50788 -1.51079 -0.03078 0.109
H -0.75746 -2.14084 -1.05724 0.296
H 0.54012 -1.62731 -2.80884 0.434
H 1.58233 -2.96491 -2.40402 0.491
H 2.61939 -1.02903 -0.70425 0.495
H 3.25738 -1.51313 -2.24655 0.429
H 1.75161 0.26672 -3.29087 0.390
H 3.09846 0.84368 -2.31183 0.426
H 0.11922 0.98404 -1.73862 0.254
H 1.12323 0.51389 -0.37976 -0.136
H 1.83504 2.97333 -1.94177 0.486
H 2.24681 2.60797 -0.29993 0.298
H -0.55695 3.27395 -1.34613 0.544
H 0.52788 4.30694 -0.36777 0.301
H -0.41708 3.45253 1.52449 0.637
H 0.43013 1.99136 1.08604 0.279
H -1.09882 1.53433 4.75369 0.221
H -0.02126 2.14609 3.63054 0.222
H -1.57049 -1.21590 2.84357 0.320
```



Among the records above, which one has the lowest gap between HOMO and LUMO?
C14H24AsBrI2N2O2PtS



What is the LUMO energy in the first record?
-7.08 eV